DFT (the ωB97M-V functional and the def2-TZVPD basis) results for 2 unconnected molecules or ions with the total composition C6H13N3 at a distorted geometry.

The geometry in XYZ format:
```
22
Properties=species:S:1:pos:R:3:lowdin_charge:R:1
C 0.76494 -0.27053 1.79668 0.01
C 0.92012 -0.21038 0.46738 -0.41
C 1.84208 -1.15616 -0.25475 -0.07
N 0.77009 1.07186 -0.34027 -0.07
C 0.09601 2.17361 0.28444 -0.15
H 0.10176 0.37926 2.33786 0.05
H 1.23038 -1.04996 2.37520 0.05
H 2.87175 -0.78685 -0.20841 0.08
H 1.56179 -1.22759 -1.30770 0.06
H 1.82881 -2.14664 0.21237 0.08
H 1.65130 1.32548 -0.76990 0.11
H -0.85920 1.81739 0.72464 0.06
H -0.17072 2.91347 -0.46827 0.08
H 0.67434 2.63806 1.09087 0.08
C -1.42931 -0.73329 -1.64915 -0.07
N -1.31999 -0.90418 -0.20396 -0.07
C -2.14871 -0.20068 0.58304 -0.36
N -2.95449 0.28150 1.25145 0.15
H -1.35755 0.31813 -1.86328 0.08
H -2.36451 -1.16682 -2.05007 0.09
H -0.58975 -1.22891 -2.13143 0.07
H -1.11912 -1.83677 0.12327 0.14
```

As for the orbital gap: 8.86 eV. The largest force on an atom is 4.367 eV Å⁻¹. The lowest unoccupied orbital energy comes out at 0.73 eV. The calculation puts the total energy at -400.59668 Eh. The molar mass is 127.19 g/mol. The total charge is 0. For the energy above the lowest of the compared OMol25 structures with the same formula, charge and spin, the calculation gives 60.4 kcal per mole.

---

DFT (the ωB97M-V functional and the def2-TZVPD basis) results for 2 unconnected molecules or ions with the total composition C5H13NOS at a distorted geometry.

The geometry in XYZ format:
```
21
Properties=species:S:1:pos:R:3:lowdin_charge:R:1
C -1.23987 -1.05370 -0.51531 -0.19
O -2.22059 -2.06579 -0.30150 -0.06
C -1.40669 0.08190 0.69054 -0.29
C -0.27223 1.30276 -0.22130 0.18
C -0.04473 0.64088 1.06479 -0.14
S 2.28974 -0.95203 -0.73717 0.70
C 3.88637 -0.11531 -0.64198 -0.46
N -2.66326 0.96308 0.63847 0.10
H -1.62288 -0.68372 -1.50368 0.14
H -0.17444 -1.30448 -0.58161 0.03
H -1.75160 -2.92289 -0.07720 0.14
H -1.73407 -0.46501 1.51778 0.16
H -0.84519 2.30507 -0.28534 0.17
H 0.59744 1.04194 -0.85632 0.08
H 0.08090 1.30526 1.90414 0.14
H 0.66037 -0.16750 1.20072 0.09
H 4.66274 -0.80078 -0.42444 0.02
H 3.91933 0.63908 0.13364 0.04
H 3.94873 0.41402 -1.54913 0.02
H -2.65804 1.49722 -0.20095 0.06
H -3.41202 0.33997 0.74588 0.07
```

As for the orbital gap (spin up / spin down): 6.84 / 6.44 eV. The largest force on an atom is 5.053 eV Å⁻¹. Its multiplicity is 2. The lowest unoccupied orbital energy (spin up / spin down) comes out at -6.46 / -6.46 eV. Its expectation value of S² is 0.75. The calculation puts the total energy at -725.99686 Eh. The molar mass is 135.23 g/mol. The total charge is +1. For the energy above the lowest of the compared OMol25 structures with the same formula, charge and spin, the calculation gives 122.1 kcal per mole.

---

DFT (the ωB97M-V functional and the def2-TZVPD basis) results for C3H5F2NO in the gas phase at a distorted geometry.

The geometry in XYZ format:
```
12
Properties=species:S:1:pos:R:3:lowdin_charge:R:1
C -0.23891 0.59133 -0.55806 -0.08
C -1.28886 0.01141 0.36678 -0.31
C 0.91686 -0.43357 -0.47991 -0.36
N 1.11004 -0.88039 0.88635 0.14
O -0.62754 -0.19629 1.52323 -0.04
F 0.67202 -1.48595 -1.32138 0.05
F 1.88916 0.02621 1.52192 -0.02
H -0.43834 0.87994 -1.68789 0.17
H 0.03174 1.48582 -0.19718 0.06
H -2.06677 0.65702 0.57370 0.11
H -1.85143 -0.76935 -0.05732 0.11
H 1.89203 0.11381 -0.57022 0.17
```

As for the orbital gap (spin up / spin down): 9.68 / 9.32 eV. The largest force on an atom is 4.630 eV Å⁻¹. The lowest unoccupied orbital energy (spin up / spin down) comes out at -0.83 / -0.95 eV. The calculation puts the total energy at -446.82504 Eh. The molar mass is 109.07 g/mol. The total charge is 0. For the energy above the lowest of the compared OMol25 structures with the same formula, charge and spin, the calculation gives 142.0 kcal per mole.

---

DFT (the ωB97M-V functional and the def2-TZVPD basis) results for a molecular structure, C42H48AsN8O2Zn at a distorted geometry.

The geometry in XYZ format:
```
102
Properties=species:S:1:pos:R:3:lowdin_charge:R:1
Zn 0.69099 -0.24895 -0.82282 0.68
N -1.94435 2.39653 1.17465 0.21
C -1.69516 3.88079 0.99033 -0.25
C -0.61252 4.36744 1.95366 -0.08
C 0.77891 3.82596 1.61193 -0.36
N 0.82979 2.37540 1.86628 0.06
C 1.12785 4.13784 0.16489 -0.10
C 0.09045 3.67993 -0.85425 -0.32
N 0.10880 2.21175 -1.18268 0.05
C -1.30789 4.14676 -0.45183 -0.09
H -2.26951 2.20553 2.12427 0.17
H -1.03884 1.90932 1.05136 0.10
H -2.66515 2.06542 0.53331 0.05
H -2.63748 4.38080 1.20098 0.16
H -0.87674 4.13156 2.99015 0.13
H -0.58220 5.45608 1.88668 0.14
H 1.50402 4.33555 2.25065 0.15
H 0.62530 2.22936 2.84430 0.07
H 1.79056 2.06685 1.74949 0.07
H 2.12226 3.75154 -0.08806 0.13
H 1.19461 5.22535 0.07631 0.14
H 0.32329 4.19421 -1.78974 0.15
H 0.95992 2.08977 -1.72059 0.04
H -0.62211 2.11148 -1.88088 0.04
H -2.06595 3.74195 -1.13046 0.11
H -1.32945 5.23076 -0.57707 0.15
C -0.86125 2.96031 -5.96533 -0.03
C 0.31099 3.07921 -5.22951 -0.04
C 0.61274 2.14533 -4.25290 -0.04
C -0.24592 1.07125 -4.03932 -0.28
C -1.41534 0.94275 -4.78260 -0.03
C -1.72769 1.89731 -5.73292 -0.04
N 0.19402 0.04118 -3.13992 0.02
N -0.01283 -1.09881 -3.56652 0.13
C 0.73718 -2.12860 -2.92629 -0.31
C 0.66182 -3.38635 -3.47850 0.04
C 1.61765 -4.32842 -3.10577 0.01
C 2.61409 -3.95613 -2.22595 -0.01
C 2.57997 -2.68052 -1.67385 -0.12
N 1.64661 -1.78704 -1.99306 0.03
H -1.09842 3.69296 -6.72595 0.13
H 0.99820 3.89053 -5.43083 0.12
H 1.55886 2.20284 -3.72461 0.12
H -2.07294 0.10230 -4.59723 0.11
H -2.64117 1.81151 -6.30640 0.12
H -0.09005 -3.58848 -4.22997 0.13
H 1.60156 -5.32412 -3.53044 0.13
H 3.41188 -4.63495 -1.95590 0.13
H 3.34816 -2.35836 -0.98191 0.12
O -6.46141 0.29472 -3.31477 0.01
C -6.26723 0.10238 -1.94982 -0.22
N -5.57419 1.24628 -1.34071 0.16
C -4.33648 1.31488 -0.84349 -0.40
O -3.76623 2.37117 -0.56231 0.03
C -3.55793 0.06703 -0.53380 -0.11
C -3.96639 -0.93655 0.33489 0.04
C -3.03979 -1.89208 0.72570 0.02
C -1.74126 -1.79231 0.26733 -0.10
N -1.34116 -0.82591 -0.57407 0.01
C -2.25191 0.06446 -0.97874 -0.09
H -5.69291 0.02223 -3.82463 0.10
H -5.70645 -0.80171 -1.72044 0.12
H -7.25479 0.03488 -1.50390 0.14
H -6.02260 2.14211 -1.48985 0.17
H -4.97578 -0.95323 0.72923 0.15
H -3.30493 -2.68289 1.41384 0.13
H -0.99141 -2.49676 0.58811 0.06
H -1.91618 0.84739 -1.64713 0.10
C 2.88063 -5.99312 1.27258 -0.04
C 3.77382 -5.02134 1.69995 -0.04
C 3.39679 -3.68379 1.72708 -0.08
C 2.11818 -3.31420 1.32041 -0.39
C 1.23773 -4.28977 0.85215 -0.15
C 1.61121 -5.62547 0.84437 -0.06
As 1.57493 -1.45228 1.45322 1.34
C 3.15397 -0.54748 2.08456 -0.43
C 3.60290 -0.70966 3.39399 -0.11
C 4.76882 -0.07540 3.80167 -0.04
C 5.49283 0.70420 2.90640 -0.04
C 5.05445 0.85865 1.59828 -0.06
C 3.88164 0.23646 1.19025 -0.15
C 0.42440 -1.50872 3.04014 -0.37
C -0.32087 -2.65271 3.32152 -0.11
C -1.13601 -2.70517 4.44652 -0.05
C -1.21487 -1.61943 5.30445 -0.05
C -0.45028 -0.48902 5.05076 -0.06
C 0.36173 -0.43464 3.92576 -0.13
H 3.17373 -7.03505 1.26568 0.12
H 4.76775 -5.30188 2.02370 0.12
H 4.10356 -2.94291 2.07390 0.10
H 0.25756 -4.02536 0.47519 0.08
H 0.91202 -6.37664 0.49803 0.12
H 3.05748 -1.33383 4.08950 0.12
H 5.11561 -0.19373 4.82022 0.12
H 6.40755 1.18666 3.22733 0.12
H 5.62736 1.45262 0.89688 0.12
H 3.53916 0.34816 0.16402 0.07
H -0.24462 -3.52744 2.69350 0.09
H -1.69055 -3.60994 4.66345 0.12
H -1.84832 -1.66108 6.18120 0.12
H -0.46000 0.34025 5.74801 0.12
H 1.01122 0.41226 3.79467 0.08
```

As for the orbital gap: 7.43 eV. The largest force on an atom is 1.911 eV Å⁻¹. The lowest unoccupied orbital energy comes out at -8.62 eV. The calculation puts the total energy at -6232.06609 Eh. The molar mass is 837.21 g/mol. The total charge is +3. For the energy above the lowest of the compared OMol25 structures with the same formula, charge and spin, the calculation gives 0.0 kcal per mole.